(1)
Molecular formula: C20H30Cl2N3O3RhS
Method: DFT, ωB97M-V/def2-TZVPD

Computed properties:
orbital gap (spin up / spin down)	6.88 / 7.75	eV
calculated total energy	-2599.0156	Eh
multiplicity	5
lowest unoccupied orbital energy (spin up / spin down)	0.56 / 0.02	eV

Element x y z (Å)
1 O 1.018 -0.220 -0.254
2 C 2.080 -0.821 -0.224
3 C 3.124 -0.721 -1.294
4 C 2.843 -1.291 -2.546
5 H 1.896 -1.821 -2.646
6 C 3.756 -1.143 -3.572
7 H 3.535 -1.604 -4.532
8 C 4.950 -0.450 -3.339
9 H 5.691 -0.375 -4.140
10 C 5.293 0.016 -2.056
11 H 6.279 0.466 -1.881
12 C 4.382 -0.158 -1.005
13 H 4.612 0.185 0.016
14 H 3.146 -1.615 1.044
15 C 1.538 -3.177 1.086
16 C 2.200 -1.871 1.537
17 H 1.009 -3.726 1.888
18 H 2.275 -3.853 0.644
19 H 0.819 -2.989 0.249
20 C 1.720 -1.182 2.618
21 C 1.240 -1.703 3.978
22 H 1.564 -0.111 2.529
23 H 2.051 -2.175 4.599
24 H 0.436 -2.470 3.903
25 H 0.807 -0.811 4.461
26 Rh -0.741 0.429 -0.727
27 Cl -0.769 -1.728 -1.834
28 Cl 0.482 2.416 -1.022
29 H -0.720 1.327 -4.702
30 H -2.348 -0.253 -5.511
31 C -0.880 0.917 -3.722
32 C -2.761 -0.453 -4.518
33 N -2.265 0.538 -3.575
34 H -0.624 1.629 -2.965
35 C -3.004 0.766 -2.488
36 O -2.553 1.205 -1.392
37 H -3.863 -0.425 -4.573
38 H -4.094 0.588 -2.541
39 H -0.281 0.031 -3.643
40 H -2.432 -1.471 -4.242
41 H -2.782 3.248 4.409
42 H -2.254 5.118 2.847
43 C -1.907 2.673 4.137
44 C -1.270 4.636 2.731
45 N -1.384 3.197 2.900
46 H -2.173 1.632 4.021
47 C -0.941 2.378 1.938
48 O -0.908 1.142 2.047
49 H -0.888 4.848 1.718
50 H -0.588 2.910 1.027
51 H -1.180 2.774 4.938
52 H -0.571 5.070 3.464
53 S -4.561 -1.051 1.838
54 C -3.395 -2.394 1.842
55 C -2.252 -2.042 1.128
56 N -2.303 -0.758 0.609
57 C -3.431 -0.123 0.905
58 H -3.570 -3.352 2.361
59 H -1.363 -2.679 0.996
60 H -3.690 0.877 0.534


(2)
Molecular formula: C4H8N2O3
Method: DFT, ωB97M-V/def2-TZVPD

Computed properties:
SMILES	NC(=O)C[C@H](N)C(=O)O
orbital gap	9.86	eV
calculated total energy	-492.4142	Eh
lowest unoccupied orbital energy	0.37	eV

Element x y z (Å)
1 N -0.735 -1.272 -2.024
2 C -0.308 -1.718 -0.845
3 O 0.075 -2.899 -0.611
4 C -0.594 -0.725 0.351
5 C 0.694 0.348 0.521
6 N 1.157 0.310 1.943
7 C 0.052 1.624 0.046
8 O -1.020 1.524 -0.558
9 O 0.629 2.762 0.119
10 H -0.302 -1.607 -2.870
11 H -0.491 -0.295 -2.099
12 H -1.641 -0.359 0.357
13 H -0.552 -1.415 1.131
14 H 1.345 0.050 -0.227
15 H 0.684 0.831 2.680
16 H 0.869 -0.680 2.338
17 H 0.137 3.521 -0.252


(3)
Molecular formula: C4H6N2O
Method: DFT, ωB97M-V/def2-TZVPD

Computed properties:
orbital gap	8.14	eV
calculated total energy	-340.6670	Eh
lowest unoccupied orbital energy	0.15	eV

Element x y z (Å)
1 C -2.045 -0.438 0.455
2 C -0.679 -0.223 -0.106
3 N -0.362 -0.512 -1.383
4 C 0.977 -0.316 -1.579
5 C 1.415 0.440 -0.348
6 O 2.666 0.335 0.240
7 N 0.333 0.257 0.606
8 H -2.671 -0.862 -0.334
9 H -2.480 0.507 0.801
10 H -2.005 -1.130 1.305
11 H 1.257 1.441 -0.811
12 H 3.266 -0.034 -0.422
13 H 0.327 0.535 1.576


(4)
Molecular formula: H6NO
Method: DFT, ωB97M-V/def2-TZVPD

Computed properties:
orbital gap	13.10	eV
calculated total energy	-133.3400	Eh
net charge	+1
lowest unoccupied orbital energy	-4.04	eV

Element x y z (Å)
1 N 0.153 -1.241 0.448
2 H -0.729 -1.785 0.528
3 H -0.220 -0.317 0.076
4 H 0.665 -1.296 1.323
5 H 0.594 -1.703 -0.361
6 H 0.574 1.892 -0.363
7 H -0.977 1.716 -0.590
8 O -0.139 1.247 -0.486


(5)
Molecular formula: C31H64Br24N2NbS
Method: DFT, ωB97M-V/def2-TZVPD

Computed properties:
orbital gap	5.52	eV
calculated total energy	-63560.2088	Eh
net charge	-1
lowest unoccupied orbital energy	1.43	eV

Element x y z (Å)
1 C -1.952 5.312 -0.858
2 C -1.090 4.690 0.058
3 Nb 0.431 3.733 1.531
4 N -0.662 4.566 3.216
5 C 1.607 5.716 1.365
6 N 1.744 6.352 2.757
7 C 1.573 3.008 -0.293
8 S 3.022 1.878 0.037
9 C 2.859 0.897 1.612
10 C 3.975 1.522 2.678
11 C -0.791 1.835 1.763
12 Br -0.563 0.468 0.326
13 C -2.417 2.063 1.949
14 C -2.917 2.153 3.507
15 Br -3.276 0.380 1.179
16 H -2.494 5.936 -1.696
17 H 1.728 3.192 2.711
18 H -1.624 4.859 2.886
19 H -0.760 3.857 3.979
20 H 1.007 6.497 0.690
21 H 2.692 5.519 0.975
22 H 1.906 5.592 3.484
23 H 0.834 6.788 3.051
24 H 0.900 2.529 -1.155
25 H 2.031 3.986 -0.804
26 H 3.228 -0.220 1.409
27 H 1.784 0.806 2.059
28 H 5.002 0.994 2.384
29 H 3.700 1.341 3.801
30 H 4.103 2.657 2.412
31 H -0.431 1.319 2.778
32 H -2.858 2.944 1.320
33 H -3.063 3.314 3.742
34 H -4.001 1.677 3.614
35 H -2.111 1.640 4.181
36 Br -2.018 1.242 -4.118
37 C -1.965 -0.704 -4.009
38 C -2.914 -1.219 -2.951
39 Br -2.181 -0.965 -1.161
40 H -0.923 -0.986 -3.831
41 H -2.267 -1.053 -5.000
42 H -3.053 -2.299 -3.051
43 H -3.891 -0.728 -2.969
44 Br -3.028 -4.687 -6.310
45 C -2.552 -6.163 -5.128
46 C -2.938 -5.865 -3.698
47 Br -1.683 -4.622 -2.872
48 H -1.481 -6.345 -5.259
49 H -3.111 -7.023 -5.507
50 H -2.884 -6.771 -3.087
51 H -3.934 -5.425 -3.600
52 Br -1.790 8.343 4.175
53 C -1.007 8.922 5.865
54 C 0.337 9.578 5.649
55 Br 1.724 8.250 5.308
56 H -0.962 8.043 6.513
57 H -1.723 9.637 6.279
58 H 0.660 10.101 6.554
59 H 0.349 10.276 4.807
60 Br -5.922 -0.845 3.693
61 C -4.724 -1.222 5.185
62 C -5.352 -0.833 6.503
63 Br -5.295 1.098 6.771
64 H -3.785 -0.698 4.981
65 H -4.549 -2.301 5.144
66 H -4.785 -1.253 7.339
67 H -6.399 -1.137 6.591
68 Br 1.571 -0.723 -2.262
69 C 2.581 -0.762 -3.930
70 C 3.624 0.330 -3.964
71 Br 2.817 2.066 -4.338
72 H 1.855 -0.694 -4.745
73 H 3.054 -1.748 -3.953
74 H 4.331 0.163 -4.782
75 H 4.178 0.431 -3.027
76 Br 0.105 -9.258 -5.231
77 C 1.152 -8.923 -6.842
78 C 2.076 -7.741 -6.659
79 Br 1.099 -6.057 -6.782
80 H 0.442 -8.796 -7.663
81 H 1.727 -9.840 -7.003
82 H 2.815 -7.701 -7.464
83 H 2.594 -7.740 -5.695
84 Br 6.763 -0.632 -4.143
85 C 7.748 -0.493 -5.821
86 C 7.559 0.865 -6.456
87 Br 5.813 1.006 -7.314
88 H 7.416 -1.319 -6.456
89 H 8.796 -0.649 -5.549
90 H 8.284 1.020 -7.259
91 H 7.631 1.691 -5.743
92 Br -3.707 -8.561 -0.380
93 C -2.378 -7.982 0.924
94 C -1.204 -7.312 0.249
95 Br -0.019 -8.624 -0.575
96 H -2.097 -8.864 1.507
97 H -2.904 -7.276 1.572
98 H -0.583 -6.790 0.983
99 H -1.498 -6.610 -0.537
100 Br -7.357 -1.636 9.154
101 C -8.450 -0.082 8.713
102 C -8.906 0.638 9.961
103 Br -10.370 -0.313 10.830
104 H -9.276 -0.439 8.092
105 H -7.801 0.561 8.112
106 H -9.315 1.622 9.711
107 H -8.115 0.757 10.707
108 Br 6.609 -1.306 1.447
109 C 7.808 -1.683 2.939
110 C 7.179 -1.294 4.257
111 Br 7.236 0.637 4.524
112 H 8.746 -1.159 2.734
113 H 7.982 -2.762 2.898
114 H 7.746 -1.714 5.093
115 H 6.132 -1.598 4.345
116 Br 1.576 0.404 -7.913
117 C -0.096 1.369 -7.638
118 C -0.354 2.347 -8.760
119 Br 0.752 3.943 -8.575
120 H -0.033 1.843 -6.655
121 H -0.869 0.596 -7.615
122 H -1.385 2.711 -8.726
123 H -0.153 1.933 -9.752


(6)
Molecular formula: C4H6Cl2FN
Method: DFT, ωB97M-V/def2-TZVPD

Computed properties:
orbital gap (spin up / spin down)	7.41 / 8.71	eV
calculated total energy	-1230.8072	Eh
multiplicity	3
lowest unoccupied orbital energy (spin up / spin down)	0.67 / -2.08	eV

Element x y z (Å)
1 C 0.814 0.575 0.333
2 C 1.404 -0.301 -0.736
3 C -1.595 -1.200 -0.650
4 C -0.670 0.868 0.449
5 N -1.470 -0.390 0.408
6 F -2.237 -2.300 -0.200
7 Cl 3.026 -0.933 -0.354
8 Cl -1.146 1.980 -0.831
9 H 0.993 -0.050 1.169
10 H 1.439 1.647 0.359
11 H 1.403 0.375 -1.720
12 H 0.584 -1.124 -0.923
13 H -0.908 1.493 1.329
14 H -1.636 -0.638 1.365


(7)
Molecular formula: C36H30NP2PbS2Se
Method: DFT, ωB97M-V/def2-TZVPD

Computed properties:
orbital gap	6.33	eV
calculated total energy	-5518.0996	Eh
net charge	-1
lowest unoccupied orbital energy	2.24	eV

Element x y z (Å)
1 Pb -1.213 -1.690 -2.934
2 S 0.645 -2.504 -4.543
3 C 0.676 -4.237 -4.228
4 C 1.635 -4.965 -4.932
5 C 1.731 -6.337 -4.820
6 C 0.847 -7.015 -3.993
7 C -0.084 -6.305 -3.265
8 C -0.180 -4.917 -3.350
9 S -1.384 -4.168 -2.304
10 H 2.315 -4.429 -5.580
11 H 2.484 -6.870 -5.386
12 H 0.879 -8.094 -3.915
13 H -0.767 -6.821 -2.605
14 Se -3.793 -1.422 -4.154
15 C -3.924 0.487 -4.159
16 C -4.193 1.222 -3.007
17 C -4.347 2.591 -3.121
18 N -4.246 3.262 -4.260
19 C -3.974 2.556 -5.350
20 C -3.799 1.186 -5.357
21 H -4.306 0.738 -2.048
22 H -4.577 3.182 -2.243
23 H -3.904 3.129 -6.268
24 H -3.583 0.640 -6.263
25 C 1.346 -0.366 1.959
26 P 0.551 -0.737 0.301
27 C 0.550 0.909 -0.490
28 C 1.802 1.480 -0.709
29 C 1.930 2.665 -1.403
30 C 0.801 3.305 -1.888
31 C -0.442 2.718 -1.728
32 C -0.568 1.512 -1.060
33 C -1.167 -0.943 0.891
34 C -1.650 -2.247 0.878
35 C -2.891 -2.543 1.408
36 C -3.670 -1.527 1.937
37 C -3.211 -0.220 1.918
38 C -1.961 0.077 1.406
39 P 0.669 1.030 3.002
40 C 1.479 0.597 4.594
41 C 2.220 1.515 5.334
42 C 2.695 1.184 6.592
43 C 2.419 -0.056 7.140
44 C 1.642 -0.959 6.432
45 C 1.170 -0.632 5.175
46 C 1.791 2.352 2.401
47 C 3.178 2.259 2.486
48 C 3.976 3.265 1.978
49 C 3.399 4.369 1.368
50 C 2.022 4.475 1.292
51 C 1.221 3.474 1.813
52 H 2.419 -0.216 1.806
53 H 1.212 -1.295 2.522
54 H 2.680 0.967 -0.340
55 H 2.909 3.088 -1.576
56 H 0.890 4.250 -2.405
57 H -1.318 3.195 -2.146
58 H -1.544 1.052 -0.979
59 H -1.047 -3.033 0.443
60 H -3.246 -3.562 1.409
61 H -4.638 -1.750 2.362
62 H -3.826 0.577 2.311
63 H -1.610 1.100 1.403
64 H 2.431 2.494 4.925
65 H 3.275 1.903 7.155
66 H 2.803 -0.317 8.116
67 H 1.397 -1.914 6.875
68 H 0.542 -1.332 4.640
69 H 3.632 1.402 2.966
70 H 5.052 3.187 2.050
71 H 4.029 5.142 0.949
72 H 1.572 5.335 0.816
73 H 0.144 3.553 1.755


(8)
Molecular formula: C6H5N2P
Method: DFT, ωB97M-V/def2-TZVPD

Computed properties:
SMILES	C1#P=C/N=N/C=C\C=C/1
orbital gap (spin up / spin down)	7.00 / 7.00	eV
calculated total energy	-682.2784	Eh
lowest unoccupied orbital energy (spin up / spin down)	-0.89 / -0.89	eV

Element x y z (Å)
1 C 0.492 0.865 -1.363
2 P 1.805 0.131 -1.970
3 C 2.004 -1.509 -1.073
4 N 1.406 -1.746 -0.033
5 N 0.432 -1.008 0.519
6 C -0.578 -0.938 1.290
7 C -1.262 0.312 1.371
8 C -1.196 1.354 0.382
9 C -0.548 1.547 -0.852
10 H 2.929 -2.157 -1.335
11 H -0.980 -1.768 1.722
12 H -1.910 0.259 2.213
13 H -1.758 2.254 0.621
14 H -0.837 2.404 -1.493